(1)
DFT (the ωB97M-V functional and the def2-TZVPD basis) results for C22H45BFIN4O7S as an isolated structure.

Positions of all 82 atoms, in Å:
I 1.26 4.02 1.94
S 0.74 1.12 3.35
F 1.51 -0.22 3.47
O 2.40 -0.23 -1.14
O 1.09 1.99 4.41
O -0.91 -3.67 1.27
O -4.65 -6.20 0.64
O 0.25 5.88 -4.15
O 0.42 1.34 -3.71
O -0.64 0.81 3.30
N -0.95 1.46 0.21
N -1.53 3.57 -4.85
N 3.19 2.84 -0.91
N -3.30 -4.87 2.96
C 1.94 -2.48 1.26
C -5.31 -5.61 1.75
C -4.52 -4.43 2.30
C -2.36 -3.79 3.27
C 0.00 1.67 0.86
C -1.79 -2.97 2.12
C 5.01 1.18 3.82
C -0.94 1.55 -3.37
C -1.79 2.18 -4.48
C 1.26 2.48 -3.58
C 3.60 0.86 1.84
C -4.10 -7.48 0.90
C 1.15 1.88 1.71
C -1.53 -4.46 0.27
C 2.80 2.16 -0.06
C 4.98 3.00 2.14
C 2.36 1.21 0.96
C 1.10 -1.31 0.75
C -1.73 4.52 -3.77
C 4.10 1.92 2.82
C 0.81 5.99 -5.45
C -1.17 5.89 -4.12
B 1.94 -0.13 0.15
H -2.83 -5.54 2.37
H 2.29 -2.34 2.28
H 2.27 2.12 -3.38
H -1.72 -5.47 0.63
H -0.57 3.64 -5.18
H -1.03 2.09 -2.42
H 0.49 -1.69 -0.07
H -4.83 -8.13 1.38
H 5.86 3.22 2.72
H 3.33 2.38 3.43
H -1.19 -2.17 2.57
H -2.80 4.62 -3.57
H -2.45 -4.01 -0.10
H 4.40 3.89 1.94
H 5.60 1.91 4.35
H -1.35 0.55 -3.19
H -5.15 -3.89 3.02
H -1.23 4.20 -2.84
H -3.21 -7.41 1.53
H -0.83 -4.54 -0.57
H -1.46 6.59 -3.33
H -3.82 -7.91 -0.06
H -1.64 1.58 -5.38
H 2.78 -2.73 0.62
H 0.96 3.11 -2.74
H 1.69 -0.17 -1.78
H -2.84 -3.11 3.98
H 0.69 5.07 -6.02
H -2.84 2.09 -4.21
H -2.57 -2.46 1.54
H -5.52 -6.34 2.53
H 4.43 0.65 4.57
H 4.42 0.70 1.14
H -4.32 -3.76 1.46
H 0.36 6.83 -6.00
H 5.71 0.51 3.31
H -6.27 -5.23 1.38
H 0.39 -0.93 1.49
H -1.59 6.26 -5.06
H 3.48 -0.08 2.35
H -1.52 -4.26 3.79
H 1.87 6.18 -5.33
H 1.31 -3.35 1.29
H 5.29 2.61 1.18
H 1.29 3.06 -4.50

Orbital gap, eV: 7.5
Max |F|, eV/Å: 2.897
Net charge: 0
Lowest unoccupied orbital energy, eV: -1.085
M, g/mol: 666.4

(2)
DFT (the ωB97M-V functional and the def2-TZVPD basis) results for a 2-piece molecular cluster, C22H45BN2O5P overall.

Positions of all 76 atoms, in Å:
P 0.21 2.00 -2.12
O 1.41 0.93 -1.88
O -1.53 0.74 4.62
O -5.15 -1.59 -4.05
O -1.75 -2.88 1.26
O -0.42 -1.18 2.38
N -1.06 1.08 -1.25
N 5.90 0.51 -2.08
C -2.34 1.34 -1.56
C -4.79 1.07 -1.36
C 5.32 0.18 -0.79
C -2.66 0.80 3.77
C -0.77 0.15 -0.31
C -3.38 0.72 -0.94
C -3.42 -0.50 3.90
C -4.88 0.07 1.85
C 8.31 1.15 -1.50
C 6.09 -0.75 0.15
C -4.44 -0.85 -3.08
C -4.24 -0.88 0.79
C 5.00 -1.52 -3.18
C -3.09 -0.23 0.07
C -1.98 -3.75 2.37
C -0.39 1.47 4.20
C 0.52 3.24 -0.84
C 6.94 1.53 -2.07
C -4.81 -0.49 3.27
C 6.20 -0.63 -2.93
C -1.75 -0.53 0.36
C -5.42 0.08 -2.37
B -1.31 -1.61 1.44
H 4.16 -0.94 -3.57
H 2.23 1.26 -2.28
H -6.15 -0.56 -1.86
H 6.55 -0.23 -3.89
H 5.25 -2.28 -3.93
H -1.11 -3.84 3.02
H -3.97 -1.53 -2.36
H 0.28 -0.02 -0.12
H -2.85 -3.44 2.95
H -2.35 0.98 2.73
H 7.02 -1.24 -2.54
H -3.53 -0.69 4.97
H -3.94 -1.82 1.23
H 0.43 0.79 3.96
H 4.68 -2.05 -2.28
H 4.34 -0.26 -0.97
H -4.45 1.07 1.78
H 7.07 1.85 -3.11
H -0.49 -1.57 3.26
H -0.40 3.80 -0.63
H -2.49 2.09 -2.34
H 6.47 -1.63 -0.36
H 1.28 3.93 -1.21
H 8.68 0.21 -1.92
H -5.93 0.18 1.60
H -4.85 -2.50 -4.03
H 0.87 2.80 0.10
H -0.06 2.13 5.01
H -5.42 1.12 -0.48
H 6.56 2.40 -1.54
H -5.50 0.05 3.92
H -4.77 2.06 -1.82
H 6.93 -0.24 0.64
H -5.00 -1.11 0.04
H -5.18 -1.52 3.23
H -3.30 1.64 4.08
H 5.11 1.12 -0.27
H -2.19 -4.75 1.97
H 8.30 1.07 -0.42
H -5.98 0.63 -3.13
H -2.80 -1.32 3.53
H -3.65 -0.26 -3.57
H 9.03 1.93 -1.76
H 5.43 -1.10 0.95
H -0.60 2.08 3.32

Orbital gap, eV: 6.5
Max |F|, eV/Å: 0.863
Net charge: +1
Lowest unoccupied orbital energy, eV: -3.517
M, g/mol: 459.4

(3)
DFT (the ωB97M-V functional and the def2-TZVPD basis) results for C22H45CdN4O2P2 as an isolated structure.

Positions of all 76 atoms, in Å:
Cd 0.00 0.00 0.00
P -0.05 -2.23 -0.39
P -0.05 2.25 -0.16
O 2.93 -0.01 0.15
O -2.87 -0.02 1.65
N 0.15 0.11 -2.07
N -2.60 -0.13 3.84
N 1.54 -0.18 3.39
N -0.72 -0.11 2.28
C 1.78 -3.00 1.65
C -2.09 -0.09 2.55
C 1.76 -0.01 0.12
C 1.45 -3.21 0.16
C -4.04 -0.09 4.11
C 0.74 -1.06 -2.70
C 1.45 3.17 0.49
C -1.92 -4.44 -0.71
C -0.42 -0.22 4.70
C 0.01 -2.32 -2.24
C 0.01 2.54 -2.00
C 0.12 -0.17 3.41
C -1.77 -0.20 4.90
C 0.74 1.33 -2.58
C 1.78 2.82 1.95
C 1.45 -4.69 -0.22
C -1.75 -3.36 1.59
C -1.63 -3.15 0.07
C -1.75 3.18 1.93
C -1.92 4.49 -0.25
C -1.63 3.12 0.39
C 1.45 4.69 0.27
H 1.79 -1.94 1.93
H -1.24 5.27 0.12
H 2.24 2.73 -0.15
H 2.77 3.22 2.21
H -1.52 -2.45 2.16
H 0.67 1.36 -3.69
H 2.46 -5.11 -0.06
H -1.83 -4.30 -1.80
H 1.79 1.73 2.12
H 2.07 -0.23 4.27
H 1.18 4.97 -0.77
H -1.24 -5.26 -0.42
H -1.83 4.46 -1.35
H 2.46 5.09 0.46
H -1.04 2.54 -2.36
H 1.84 -1.17 -2.49
H 2.77 -3.43 1.87
H -1.52 2.21 2.40
H 0.22 -0.27 5.57
H 0.76 -5.27 0.42
H -2.78 3.47 2.21
H 1.05 3.26 2.65
H -2.95 -4.77 -0.50
H -4.28 0.80 4.73
H -2.78 -3.68 1.84
H -2.86 -0.24 -1.19
H 2.24 -2.70 -0.42
H -2.94 -0.06 -0.41
H -2.95 4.80 -0.01
H -2.16 -0.23 5.91
H 1.84 1.42 -2.35
H 1.05 -3.52 2.30
H -1.07 3.94 2.35
H 1.18 -4.86 -1.27
H -1.04 -2.28 -2.61
H 0.76 5.20 0.96
H -2.39 2.41 0.02
H 2.13 -0.13 2.57
H -4.35 -1.01 4.67
H -4.66 -0.04 3.19
H -2.39 -2.40 -0.23
H 0.47 -3.25 -2.61
H 0.67 -0.98 -3.81
H -1.07 -4.16 1.93
H 0.47 3.50 -2.27

Orbital gap (alpha / beta), eV: 6.9 / 6.9
Max |F|, eV/Å: 15.789
Net charge: +1
Lowest unoccupied orbital energy (alpha / beta), eV: -2.772 / -2.772
M, g/mol: 572.0

(4)
DFT (the ωB97M-V functional and the def2-TZVPD basis) results for a 2-piece molecular cluster, C22H45Cl4NO3P overall.

Positions of all 76 atoms, in Å:
Cl 0.83 2.07 -5.28
Cl -6.85 -0.18 1.64
Cl -0.09 4.86 -6.41
Cl -9.11 -2.06 1.66
P 4.71 2.07 -3.68
O 3.22 1.24 -3.16
O 3.74 3.58 -3.81
O 5.11 1.37 -7.81
N 6.17 3.04 -4.10
C -4.07 -3.77 3.95
C -2.81 -4.59 3.68
C 1.83 1.03 0.88
C -7.59 -1.59 0.87
C 2.54 2.43 -1.12
C 2.42 3.45 -3.42
C -5.31 -4.65 3.97
C 0.74 -0.94 2.15
C -1.48 -3.79 3.58
C 4.34 1.64 -5.49
C 1.43 3.56 -4.58
C 2.05 -0.23 1.73
C 1.58 6.06 -4.61
C 5.53 1.62 -6.43
C -1.46 -2.41 4.23
C 0.28 -0.61 3.59
C 2.79 1.16 -0.30
C 2.31 2.13 -2.62
C 1.03 4.74 -5.09
C -0.03 -1.87 4.43
C -6.63 -2.50 4.62
C -6.55 -4.04 4.66
H -7.81 -1.35 -0.16
H -0.69 -4.39 4.01
H 1.04 -0.03 4.11
H 5.44 0.84 -3.51
H -0.05 -0.63 1.47
H -5.59 -4.97 2.97
H -7.68 -2.21 4.51
H 3.35 3.15 -1.01
H 3.93 0.63 -5.49
H 4.79 2.20 -8.14
H -5.05 -5.57 4.51
H 4.96 2.33 -2.27
H -1.25 -3.66 2.52
H -6.90 -2.42 0.94
H -1.97 -2.42 5.19
H 0.12 -1.61 5.48
H 1.63 2.92 -0.75
H 6.42 3.63 -3.32
H -0.61 0.02 3.56
H 1.97 1.91 1.52
H 0.81 1.09 0.51
H 1.28 1.76 -2.67
H 3.81 1.21 0.10
H 0.98 6.89 -4.95
H 6.93 2.40 -4.28
H -4.16 -3.02 3.16
H 2.60 6.17 -4.97
H -7.44 -4.42 4.18
H 6.20 0.79 -6.21
H 2.68 -0.94 1.19
H 0.83 -2.02 2.04
H 3.59 2.29 -5.94
H 2.09 4.23 -2.72
H 2.58 0.05 2.64
H 2.74 0.28 -0.94
H 1.60 6.07 -3.53
H -2.95 -5.14 2.75
H -6.60 -4.35 5.70
H 6.07 2.56 -6.41
H -3.99 -3.24 4.90
H -6.30 -2.06 5.56
H -2.00 -1.71 3.59
H -2.70 -5.36 4.45
H -6.09 -2.06 3.79
H 0.70 -2.63 4.17

Orbital gap, eV: 6.3
Max |F|, eV/Å: 1.015
Net charge: -1
Lowest unoccupied orbital energy, eV: 1.839
M, g/mol: 544.4

(5)
DFT (the ωB97M-V functional and the def2-TZVPD basis) results for a 5-piece molecular cluster, C22H45FN2O8S4 overall.

Positions of all 82 atoms, in Å:
S 5.00 -3.90 3.54
S 2.15 -3.35 -0.30
S 2.40 3.80 -1.72
S 3.74 1.62 -7.19
F -1.80 -1.79 -2.19
O 3.22 2.36 -6.01
O -6.29 1.72 -0.28
O 0.71 0.71 0.64
O -0.11 -0.80 2.05
O 1.60 -2.80 -1.58
O -7.04 0.07 2.90
O 3.68 4.23 -1.08
O 5.74 -4.85 2.67
N -3.31 -0.14 -1.01
N -2.15 -0.31 -0.44
C -6.22 0.56 1.87
C 5.47 1.25 -6.87
C -1.49 -2.68 -0.08
C -1.32 -1.45 -0.95
C -2.85 2.84 3.10
C 3.21 -2.09 0.41
C 2.29 2.02 -1.54
C -1.73 2.38 2.11
C 4.05 2.83 -8.49
C -6.75 0.01 5.33
C 5.30 -4.38 5.25
C -4.02 0.85 -0.56
C -5.41 1.08 -1.16
C 2.67 3.79 -3.50
C -6.99 0.82 0.57
C 5.97 -2.38 3.61
C -6.21 -0.40 3.97
C -3.51 1.70 0.45
C -1.58 0.38 0.53
C -2.30 1.50 1.03
C 3.46 -4.49 -0.73
C -0.20 0.04 1.14
H 2.58 -1.25 0.72
H -7.27 -0.12 0.07
H 7.00 -2.61 3.89
H -1.33 3.29 1.66
H -6.05 -1.48 3.89
H 4.88 -3.63 5.92
H 5.52 -1.70 4.33
H 5.95 -1.92 2.62
H -3.72 2.18 3.03
H -0.28 -1.15 -1.11
H 3.02 -5.35 -1.24
H -1.11 -3.52 -0.67
H -4.15 2.52 0.78
H 3.72 -2.50 1.28
H -7.93 1.32 0.84
H 6.00 2.16 -6.58
H -2.48 2.78 4.13
H 1.80 3.37 -3.99
H -0.95 1.87 2.68
H -7.77 -0.34 5.50
H 4.17 -4.01 -1.40
H 3.20 1.55 -1.90
H -5.42 -0.17 1.64
H 3.56 3.21 -3.74
H 4.67 3.64 -8.10
H 2.15 1.79 -0.49
H 5.52 0.53 -6.05
H 1.43 1.65 -2.10
H 4.82 -5.34 5.42
H -5.78 0.09 -1.45
H -3.14 3.87 2.91
H -5.21 0.06 3.86
H 2.81 4.82 -3.82
H 3.93 -1.75 -0.33
H -5.72 1.50 2.16
H -5.28 1.67 -2.08
H -2.58 -2.86 0.01
H 6.37 -4.48 5.42
H -1.02 -2.59 0.90
H 4.54 2.34 -9.33
H -6.10 -0.48 6.08
H -6.68 1.09 5.50
H 3.09 3.22 -8.81
H 5.92 0.81 -7.76
H 3.97 -4.83 0.18

Orbital gap, eV: 7.2
Max |F|, eV/Å: 2.178
Net charge: 0
Lowest unoccupied orbital energy, eV: -0.773
M, g/mol: 612.9

(6)
DFT (the ωB97M-V functional and the def2-TZVPD basis) results for C22H45N2P3PtSe2 as an isolated structure.

Positions of all 75 atoms, in Å:
Pt 0.05 0.37 0.39
Se -0.13 -1.64 2.40
Se 0.24 1.53 -1.94
P -2.28 0.61 -0.01
P 2.35 -0.04 -0.01
P 0.30 2.28 1.82
N -1.29 -0.68 4.89
N 0.89 -0.75 4.98
C -0.57 -3.80 -8.22
C 2.26 -1.11 4.68
C -2.93 -0.54 -1.27
C -0.18 -0.99 -3.41
C -0.28 -1.72 -4.59
C 3.39 -0.64 1.36
C 2.63 -1.33 -1.27
C 0.55 0.96 -4.68
C -2.78 2.26 -0.64
C -0.91 -0.15 6.12
C 0.49 0.22 -5.85
C 0.06 -1.12 -5.81
C 0.43 3.86 0.91
C -1.10 2.52 2.97
C -3.46 0.35 1.36
C 0.45 -0.19 6.17
C 1.77 2.22 2.90
C 3.30 1.41 -0.64
C -2.65 -0.96 4.46
C 0.20 0.36 -3.44
C -0.73 -5.07 -7.81
C -0.17 -0.98 4.15
H -0.63 -2.76 -4.56
H -0.41 -1.46 -2.45
H 2.90 -0.23 4.55
H 2.68 2.21 2.30
H 4.37 1.18 -0.62
H -0.43 3.98 0.25
H 0.00 -1.71 -6.73
H 3.69 -1.60 -1.30
H -2.59 -1.44 3.48
H 0.43 -3.40 -8.46
H -2.00 2.81 2.41
H 3.33 0.04 2.22
H -2.54 -1.55 -1.06
H 2.25 -1.68 3.73
H 3.06 -1.64 1.66
H -2.33 2.43 -1.63
H -1.72 -5.50 -7.65
H 0.47 4.70 1.62
H 1.35 3.86 0.31
H -0.87 3.32 3.69
H -1.43 -3.14 -8.41
H 2.67 -1.74 5.48
H -3.15 -1.63 5.17
H 0.77 0.68 -6.80
H 2.05 -2.22 -0.98
H -0.12 -1.02 -0.42
H -1.29 1.60 3.53
H 3.12 2.30 -0.02
H -4.03 -0.58 -1.23
H 1.73 1.32 3.53
H 0.85 2.01 -4.68
H -4.39 0.90 1.17
H 3.00 1.63 -1.67
H -2.60 -0.24 -2.27
H 1.12 0.11 6.96
H -3.68 -0.72 1.47
H -3.23 -0.04 4.37
H 2.30 -0.99 -2.25
H 1.80 3.10 3.55
H -3.87 2.31 -0.73
H -1.63 0.19 6.84
H -3.03 0.72 2.30
H 0.13 -5.74 -7.68
H 4.44 -0.69 1.04
H -2.44 3.06 0.04

Orbital gap (alpha / beta), eV: 6.7 / 4.0
<S²>: 6.0402
2S+1: 5
Max |F|, eV/Å: 4.152
Net charge: +4
Lowest unoccupied orbital energy (alpha / beta), eV: -10.701 / -15.054
M, g/mol: 783.5
ΔE to the lowest compared entry with this formula, charge and spin, kcal/mol: 0.0